The following is a quantum chemistry calculation of a gas-phase ion, C6H16N2 (charge -1), from the Open Molecules 2025 dataset.

As for the maximum force: 2.03 eV Å⁻¹. The total energy is -347.6110 Ha. The net charge is -1. Its energy above the lowest of the compared OMol25 structures with the same formula, charge and spin is 29.8 kcal per mole. Its spin multiplicity is 2. The orbital gap (alpha / beta) comes out at 0.0981 / 0.3243 hartree. The expectation value of S² is 0.75.

Last column: Löwdin spin population.
Geometry (Å):
C: 1.13 -0.42 0.11  0.091
N: -0.03 -0.48 0.99  0.010
C: -1.32 -0.81 0.41  0.045
C: -1.35 -1.92 -0.69  0.261
C: -2.28 -1.10 1.52  0.082
C: 1.91 0.92 0.29  0.025
N: 2.23 1.69 -0.91  0.008
C: 1.09 2.56 -1.30  0.073
H: 0.85 -0.52 -0.94  0.027
H: 1.80 -1.24 0.44  0.039
H: 0.14 -1.05 1.80  0.017
H: -1.68 0.05 -0.19  0.021
H: -0.70 -2.73 -0.37  0.050
H: -2.37 -1.98 -1.05  0.049
H: -0.86 -1.59 -1.62  0.076
H: -2.12 -2.01 2.09  0.018
H: -2.29 -0.24 2.22  0.009
H: -3.34 -1.12 1.24  0.021
H: 2.87 0.72 0.80  0.007
H: 1.36 1.54 1.00  0.001
H: 2.39 1.18 -1.76  0.028
H: 0.19 2.03 -1.62  0.030
H: 1.59 3.28 -1.96  0.009
H: 0.78 3.23 -0.49  0.004